[1]
{
  "formula": "C30H28BrFN4O7ReS",
  "method": "ωB97M-V/def2-TZVPD",
  "species": ["Re", "O", "C", "C", "C", "C", "C", "C", "C", "O", "N", "N", "C", "C", "Br", "C", "C", "C", "C", "C", "C", "C", "H", "H", "H", "H", "H", "H", "H", "H", "H", "H", "H", "H", "H", "H", "C", "C", "C", "C", "C", "C", "C", "S", "C", "O", "H", "H", "H", "H", "H", "H", "H", "H", "H", "H", "F", "C", "C", "N", "C", "C", "O", "O", "C", "O", "N", "C", "O", "H", "H", "H", "H"],
  "positions_angstrom": [[-0.396664, -0.038786, -0.373448], [-3.825959, 0.606742, -2.831570], [-4.053332, -0.686035, -2.465614], [-5.386900, -1.017616, -2.255914], [-5.741926, -2.294682, -1.863327], [-4.764786, -3.264943, -1.671707], [-3.439664, -2.936390, -1.886994], [-3.057030, -1.653137, -2.281383], [-1.591318, -1.355399, -2.568575], [-1.294124, -0.055151, -2.030751], [-0.660930, -2.318942, -2.002121], [-0.022264, -1.957077, -0.862349], [0.901833, -2.673336, -0.301622], [1.634535, -2.250415, 0.859657], [1.043426, -0.582517, 1.646967], [2.756263, -2.835966, 1.302864], [3.577751, -2.470048, 2.450004], [4.966630, -2.471021, 2.301403], [5.768165, -2.111131, 3.370921], [5.194491, -1.798353, 4.596479], [3.815345, -1.835873, 4.759343], [3.003853, -2.158466, 3.685442], [-2.879815, 0.781588, -2.901908], [-6.132863, -0.252124, -2.425516], [-6.786309, -2.538593, -1.721307], [-5.033971, -4.266794, -1.368789], [-2.682398, -3.696849, -1.747657], [-1.404308, -1.331034, -3.645029], [-0.313872, -3.105735, -2.526966], [1.155033, -3.642050, -0.724871], [3.102772, -3.669878, 0.696558], [5.405529, -2.713793, 1.342643], [6.842489, -2.086756, 3.251952], [5.827014, -1.540116, 5.435164], [3.376097, -1.633418, 5.726395], [1.931473, -2.230187, 3.823215], [-0.951820, 5.631127, 1.910645], [-1.500462, 4.279552, 1.565541], [-2.344964, 4.106947, 0.473275], [-2.873053, 2.863340, 0.166458], [-2.554271, 1.783840, 0.983364], [-1.706880, 1.925146, 2.091961], [-1.183339, 3.169504, 2.364214], [-3.250046, 0.243552, 0.542063], [-4.081616, -0.312191, 2.004128], [-1.973342, -0.740974, 0.542387], [-1.105014, 6.344158, 1.104029], [0.113172, 5.576652, 2.135744], [-1.451491, 6.018216, 2.800890], [-2.586545, 4.953458, -0.155578], [-3.505909, 2.728807, -0.702755], [-1.489356, 1.084235, 2.739859], [-0.534068, 3.300325, 3.221119], [-3.408004, -0.275033, 2.857156], [-4.434239, -1.324633, 1.812518], [-4.927600, 0.362823, 2.138529], [5.318530, 1.106136, -0.104897], [4.406459, 0.819464, -1.025010], [3.626689, 1.759571, -1.558961], [2.675364, 1.468017, -2.527325], [1.632616, 2.426118, -2.845265], [0.382363, 2.320944, -1.991684], [-0.629153, 2.900318, -2.196042], [0.535154, 1.526904, -0.858380], [2.471517, 0.174728, -2.960623], [1.565412, -0.137130, -3.705600], [3.357884, -0.751986, -2.452041], [4.299788, -0.578219, -1.437443], [4.908308, -1.512761, -0.977075], [3.725437, 2.797542, -1.271410], [1.315015, 2.286508, -3.876746], [2.027324, 3.436969, -2.745094], [3.295875, -1.677695, -2.853539]],
  "forces_ev_per_a": [[-1.12, 0.07, -0.31], [0.09, -0.10, 0.03], [-0.01, 0.11, -0.13], [-0.08, -0.07, 0.04], [-0.01, 0.02, -0.03], [0.01, 0.03, 0.01], [0.00, -0.02, 0.07], [0.08, -0.08, 0.11], [0.16, 0.00, -0.12], [-0.23, 0.00, -0.07], [-0.25, -0.15, 0.18], [0.26, 0.19, -0.17], [-0.04, -0.12, 0.03], [-0.08, 0.07, -0.11], [0.25, 0.12, 0.15], [0.12, -0.04, 0.08], [-0.11, -0.05, -0.12], [0.04, 0.01, 0.04], [-0.01, 0.00, -0.04], [0.02, 0.00, 0.01], [-0.04, -0.02, -0.04], [0.02, 0.04, 0.07], [0.06, 0.04, 0.01], [0.00, 0.00, 0.01], [0.00, 0.01, 0.01], [0.00, -0.01, -0.02], [0.01, 0.02, 0.00], [0.04, 0.13, -0.01], [0.13, 0.11, -0.10], [0.03, 0.02, 0.00], [0.04, 0.00, -0.01], [0.01, -0.01, -0.01], [0.00, -0.01, 0.00], [0.00, 0.00, 0.00], [0.00, 0.02, 0.00], [0.02, -0.02, 0.02], [0.00, -0.02, -0.01], [0.01, 0.03, 0.02], [-0.03, -0.01, -0.03], [0.07, 0.05, -0.07], [0.07, -0.04, -0.03], [-0.06, 0.07, 0.04], [0.00, -0.03, 0.00], [-0.10, -0.03, -0.10], [0.08, -0.09, 0.09], [0.21, -0.02, 0.23], [0.00, 0.00, -0.01], [0.00, 0.00, 0.01], [0.00, 0.00, 0.00], [0.00, 0.00, 0.00], [-0.01, -0.01, 0.00], [0.01, -0.01, 0.00], [0.00, 0.00, 0.00], [-0.04, -0.01, 0.02], [-0.01, 0.01, -0.01], [-0.01, -0.01, 0.01], [-0.01, 0.02, 0.01], [0.02, -0.05, -0.02], [0.01, 0.10, -0.05], [-0.16, 0.03, 0.21], [0.15, -0.07, -0.16], [0.26, -0.13, 0.37], [-0.15, 0.02, -0.11], [0.50, -0.01, -0.16], [0.05, -0.06, 0.00], [-0.18, -0.02, 0.08], [-0.04, 0.02, -0.03], [0.01, -0.10, 0.04], [-0.03, 0.03, 0.03], [-0.04, -0.01, 0.02], [0.03, 0.05, -0.01], [-0.03, 0.01, 0.00], [-0.01, -0.02, 0.02]],
  "mulliken_charge": [1.19, -0.71, 0.59, -0.48, -0.50, -0.96, -0.68, 0.21, 0.24, -0.29, -0.33, 0.51, 0.05, 0.00, 0.06, -0.43, 0.24, -0.31, -0.78, -0.41, -0.86, -0.23, 0.29, 0.50, 0.44, 0.45, 0.43, 0.38, 0.26, 0.52, 0.46, 0.41, 0.42, 0.42, 0.42, 0.63, -1.57, 0.89, -0.83, -0.47, 0.15, -0.27, -0.94, 0.75, -1.22, -0.30, 0.39, 0.39, 0.36, 0.41, 0.49, 0.55, 0.46, 0.41, 0.46, 0.47, -0.31, 0.24, -0.02, 0.19, -1.23, 0.51, -0.49, -0.56, 0.23, -0.61, 0.07, 0.30, -0.60, 0.42, 0.42, 0.43, 0.28],
  "total_charge": 2,
  "e_tot_ha": -5055.48184,
  "max_force_ha_per_bohr": 0.023,
  "multiplicity": 2,
  "de_lowest_kcal_mol": 14.1
}


[2]
{
  "formula": "C4H12",
  "method": "ωB97M-V/def2-TZVPD",
  "species": ["C", "C", "H", "H", "H", "H", "H", "H", "C", "C", "H", "H", "H", "H", "H", "H"],
  "positions_angstrom": [[2.102540, -1.282773, -0.537343], [2.247979, -0.568515, 0.796506], [2.448667, -2.314534, -0.490165], [1.075592, -1.284703, -0.914731], [2.689215, -0.784881, -1.309233], [1.981267, 0.488447, 0.737659], [3.291514, -0.562148, 1.119974], [1.612074, -1.026103, 1.556929], [-1.515845, 1.289853, -0.220518], [-2.875326, 0.552920, -0.031235], [-0.703685, 0.666470, -0.588608], [-1.585873, 2.122604, -0.916998], [-1.207179, 1.640708, 0.761001], [-3.699105, 1.129357, -0.451258], [-3.018503, 0.350585, 1.025261], [-2.843330, -0.417286, -0.537240]],
  "forces_ev_per_a": [[-0.04, 0.19, -0.39], [0.04, 0.20, 0.02], [-0.05, -0.04, 0.07], [0.02, -0.05, 0.22], [0.13, 0.01, -0.01], [-0.22, -0.05, -0.14], [-0.10, -0.27, 0.15], [0.20, 0.02, 0.08], [-0.44, -0.17, 0.28], [1.00, -0.20, -0.60], [-0.12, -0.30, 0.00], [-0.07, 0.13, 0.12], [0.21, 0.39, -0.10], [-0.04, -0.06, 0.25], [-0.33, 0.05, 0.05], [-0.19, 0.14, 0.01]],
  "mulliken_charge": [-0.82, -0.80, 0.31, 0.24, 0.26, 0.25, 0.31, 0.26, -0.55, -0.81, 0.01, 0.32, 0.24, 0.25, 0.27, 0.27],
  "e_tot_ha": -159.57902,
  "max_force_ha_per_bohr": 0.023,
  "de_lowest_kcal_mol": 3.7,
  "smiles": "CC.CC"
}